# C2H4NO3

A 2-piece molecular cluster, C2H4NO3 overall at a distorted geometry (the ωB97M-V functional and the def2-TZVPD basis, the OMol25 dataset).

The geometry in XYZ format:
```
10
Properties=species:S:1:pos:R:3:lowdin_charge:R:1
H -0.928 -0.851 2.605 0.015
C 0.438 -0.227 -0.967 -0.129
O -0.572 -1.692 2.374 -0.170
H 0.260 0.725 -0.473 0.051
H -0.120 -0.149 -1.942 0.067
N 0.674 -1.368 1.682 -0.230
O 0.926 -0.128 1.907 -0.326
C -0.201 -1.320 -0.282 -0.373
O -1.144 -2.018 -0.575 -0.020
H 1.614 -0.259 -1.060 0.116
```

Output
Molecular weight ... 90.06 Da
LUMO (alpha / beta) ... 4.31 / 4.29 eV
Relative energy (zero: lowest compared OMol25 entry of this formula, charge and spin) ... 150.7 kcal per mole
Charge ... -1
E_HOMO (alpha / beta) ... -1.40 / -1.41 eV

# C11H14OSi

C11H14OSi as an isolated structure at a distorted geometry (the ωB97M-V functional and the def2-TZVPD basis, the OMol25 dataset).

The geometry in XYZ format:
```
27
Properties=species:S:1:pos:R:3:lowdin_charge:R:1
H 3.120 -2.005 2.054 0.043
C 2.332 1.769 1.412 -0.139
H 0.667 -1.700 3.224 0.076
C -2.116 -0.423 -3.655 -0.086
H 3.051 -1.712 0.252 0.054
H -1.828 1.021 1.334 0.129
H 1.104 -0.281 3.981 0.014
C 0.699 -0.570 3.048 -0.145
C -1.019 0.013 -1.615 -0.101
Si 1.724 -0.095 1.584 0.498
H -4.236 0.852 -1.318 0.076
C -3.319 0.003 -3.102 -0.091
O 0.754 -0.326 0.218 -0.087
H 3.082 1.837 0.594 0.039
H -0.111 -1.075 -3.062 0.094
H -4.193 0.171 -3.778 0.113
H -0.273 -0.195 3.079 -0.002
H 1.388 2.325 1.105 0.046
H -2.111 -0.841 -4.630 0.086
C -3.387 0.507 -1.795 -0.043
H 2.664 2.186 2.301 -0.020
C -1.559 0.523 0.328 0.046
C -0.994 -0.569 -2.828 -0.039
H 4.088 -0.803 1.282 0.010
C -0.442 0.051 -0.201 -0.291
C 3.124 -1.233 1.252 -0.158
C -2.209 0.570 -1.066 -0.120
```

Output
Molecular weight ... 190.32 Da
LUMO ... 0.70 eV
Relative energy (zero: lowest compared OMol25 entry of this formula, charge and spin) ... 27.0 kcal per mole
E_HOMO ... -7.40 eV

# C7H19NO2

A 2-piece molecular cluster, C7H19NO2 overall at a distorted geometry (the ωB97M-V functional and the def2-TZVPD basis, the OMol25 dataset).

The geometry in XYZ format:
```
29
Properties=species:S:1:pos:R:3:lowdin_charge:R:1
O -2.552 -0.686 0.550 -0.173
H -1.711 -0.192 -1.295 0.063
H -3.349 -1.213 2.512 0.083
N 1.883 -0.133 0.503 0.053
H -1.958 -2.239 2.958 0.080
H 0.358 -0.826 1.048 0.029
C -2.295 -1.217 2.810 -0.017
C 1.560 0.397 -0.828 -0.665
H 0.610 -0.400 -2.605 0.088
C -1.540 -0.616 1.634 -0.453
H 3.231 1.780 -0.955 0.078
C 0.540 1.520 -0.626 -0.043
H -2.418 1.173 -0.372 0.083
H 3.551 0.200 -1.680 0.079
O -0.403 -1.358 1.394 -0.021
H -0.265 1.187 0.017 0.038
H 2.518 1.363 -2.514 0.083
C 2.793 0.970 -1.538 -0.056
H 0.125 1.839 -1.579 0.093
H 0.171 -1.244 -1.111 0.066
H -3.470 -0.053 -1.107 0.089
H 2.556 -0.889 0.436 0.103
H -2.152 -0.631 3.715 0.074
H 2.283 0.591 1.092 0.102
H 1.018 2.380 -0.156 0.086
C 0.982 -0.760 -1.648 -0.044
H 1.754 -1.503 -1.840 0.084
H -1.311 0.454 1.793 0.144
C -2.511 0.105 -0.608 -0.127
```

Output
Molecular weight ... 149.23 Da
LUMO ... 0.76 eV
SMILES ... CO[C@@H](C)O.CC(C)(C)N
Relative energy (zero: lowest compared OMol25 entry of this formula, charge and spin) ... 0.0 kcal per mole
E_HOMO ... -9.56 eV

# C21H45IrN2OP3S

C21H45IrN2OP3S as an isolated structure at a distorted geometry (the ωB97M-V functional and the def2-TZVPD basis, the OMol25 dataset).

The geometry in XYZ format:
```
74
Properties=species:S:1:pos:R:3:lowdin_charge:R:1
H -1.134 -4.150 0.543 0.062
C 2.625 2.812 0.860 -0.201
C -1.780 -1.250 -2.485 -0.281
C 1.555 -0.238 -3.614 -0.209
H -3.257 0.222 -2.886 0.133
C -1.479 -2.962 -4.186 0.069
H 2.377 -0.673 -4.202 0.088
Ir 0.248 0.718 -0.396 0.659
H -2.324 -2.465 -6.134 0.156
C -0.015 -4.195 0.510 -0.093
C -2.966 -1.088 -4.603 0.119
H 3.245 2.062 -2.075 0.052
H 2.465 -0.983 1.811 0.050
H -1.402 -2.480 2.465 0.108
C -1.135 3.722 0.612 -0.202
H 3.551 2.657 0.293 0.051
H -1.098 -3.905 -4.561 0.156
H 1.079 0.459 3.352 0.059
C -2.259 -2.211 -5.078 0.072
H -2.939 3.478 -1.778 0.078
C 2.601 -1.763 -1.491 -0.194
N -1.584 -1.782 3.171 0.071
H 0.257 2.926 -3.121 0.045
H 3.703 -0.243 0.706 0.029
H -0.661 0.575 5.103 0.128
C 0.840 -3.798 1.487 -0.067
H 4.180 0.747 -2.792 0.090
H 0.686 -0.905 -3.683 0.025
H -0.383 -2.273 4.802 0.138
C 1.011 1.421 2.824 -0.241
C 3.542 1.015 -1.936 -0.194
H 0.326 -4.872 -0.334 0.079
H 1.730 -2.410 -1.327 0.028
H 0.021 -0.372 -1.534 -0.022
P 2.016 -0.039 -1.846 0.734
C -2.765 -0.658 -3.303 0.117
H -1.911 3.204 1.182 0.045
P 1.744 1.222 1.157 0.601
N -2.117 0.438 3.608 0.033
H -2.238 1.350 3.176 0.128
H 3.574 0.266 2.415 0.089
H 1.953 -3.970 1.437 0.085
H 1.617 2.149 3.384 0.080
C 3.002 -0.067 1.532 -0.217
H -1.522 4.711 0.364 0.078
S -1.632 -0.069 1.099 0.838
C -2.419 2.521 -1.739 -0.226
C -1.703 -0.510 2.747 -0.685
H 3.227 -1.811 -0.597 0.043
H 4.171 0.959 -1.037 0.049
H -1.952 -3.115 4.726 0.152
H -0.301 4.514 -2.632 0.087
C 0.170 3.594 -2.262 -0.205
H -0.243 3.839 1.232 0.037
C -1.738 0.348 5.020 -0.124
C -1.224 -2.502 -2.894 0.119
O -1.375 -0.550 -1.416 -0.319
H -1.693 -1.186 6.502 0.143
H -3.693 -0.546 -5.206 0.169
H 0.584 -3.168 2.356 0.025
H -3.149 -1.195 5.505 0.141
C -2.062 -1.060 5.483 -0.124
H -3.045 1.793 -1.207 0.046
C -1.457 -2.141 4.592 -0.115
H -2.237 2.152 -2.757 0.044
H 1.968 3.526 0.344 0.032
H 2.881 3.216 1.850 0.074
H 1.170 3.841 -1.900 0.040
H 1.291 0.734 -4.044 0.060
H -0.579 -3.062 -2.216 0.134
H -2.310 1.121 5.545 0.151
P -0.771 2.746 -0.925 0.703
H -0.028 1.783 2.740 0.016
H 3.169 -2.174 -2.337 0.083
```

Output
Molecular weight ... 658.81 Da
LUMO (alpha / beta) ... -11.84 / -16.53 eV
2S+1 ... 6
Relative energy (zero: lowest compared OMol25 entry of this formula, charge and spin) ... 45.2 kcal per mole
Charge ... +4
E_HOMO (alpha / beta) ... -18.55 / -20.09 eV